1.
The following is a DFT calculation (wB97M-V/def2-TZVPD) of a structure of composition C18H23ClFN8O9Ru.

Kohn-Sham gap (spin up / spin down)   0.308 / 0.278 hartree
2S+1   2
<S²>   0.753
Relative energy (zero: lowest compared OMol25 entry of this formula, charge and spin)   4.2 kcal per mole
Charge   +2
Lowest unoccupied orbital energy (spin up / spin down)   -5.3684 / -6.1007 eV
Molecular weight   650.95 g mol⁻¹

```
61
Properties=species:S:1:pos:R:3:forces:R:3
Ru 3.63192 1.84000 -1.31833 -0.44 0.29 0.66
F -0.03171 -3.69666 -0.24446 -0.01 0.00 0.01
C -0.38785 -2.41642 -0.04406 -0.02 0.00 -0.03
C 0.56253 -1.44354 -0.10316 0.02 0.03 -0.02
C 0.18275 -0.10222 0.04337 -0.02 -0.04 0.03
C 1.16938 0.94962 -0.07478 0.07 0.09 0.03
O 2.38642 0.63756 -0.29580 -0.27 0.04 -0.21
C 0.72699 2.27044 0.11143 0.12 -0.08 0.03
C -0.59721 2.50380 0.38436 -0.08 -0.02 0.02
N -1.53169 1.54858 0.41491 0.01 0.05 -0.01
C -2.91601 1.90031 0.69099 -0.01 0.00 0.01
C -3.92778 1.77565 -0.40991 0.00 0.00 -0.01
C -3.49200 3.12938 0.06363 -0.01 0.01 0.00
C -1.16554 0.21780 0.25945 0.02 -0.04 0.00
C -2.11774 -0.80936 0.34033 0.01 -0.01 0.02
C -1.74551 -2.12720 0.18620 0.03 0.00 0.00
N -2.75182 -3.13373 0.23848 -0.05 0.00 -0.01
C -3.47363 -3.35210 -1.00814 0.02 -0.02 -0.01
C -4.79119 -4.04877 -0.72453 0.00 0.01 0.00
N -4.52902 -5.33115 0.02084 -0.01 -0.01 0.00
C -3.72370 -5.09378 1.27309 0.02 0.00 0.01
C -2.43302 -4.39436 0.89327 -0.01 0.01 0.01
C 1.65775 3.45323 0.13496 -0.14 0.01 -0.17
O 1.40297 4.38428 0.86884 0.00 0.04 0.03
O 2.67478 3.42890 -0.67592 0.42 0.19 0.11
H 1.59472 -1.69144 -0.30496 0.01 -0.01 -0.01
H -0.93060 3.51138 0.59173 0.01 0.01 -0.01
H -3.21752 1.65250 1.70091 0.00 0.00 0.00
H -4.91544 1.42336 -0.14772 0.00 0.00 0.00
H -3.56441 1.45933 -1.37872 0.01 0.00 0.00
H -4.16793 3.71527 0.66842 0.00 0.00 0.00
H -2.87050 3.70652 -0.60650 0.01 -0.01 0.00
H -3.15516 -0.58655 0.54085 0.00 0.01 0.00
H -2.88190 -3.94549 -1.72349 0.00 0.00 -0.01
H -3.69256 -2.39669 -1.48205 0.00 0.00 0.00
H -5.32576 -4.29674 -1.63932 0.00 0.00 0.00
H -5.42438 -3.44215 -0.07967 0.00 0.00 0.00
H -4.01798 -5.97714 -0.58666 0.00 0.00 0.00
H -5.41307 -5.78715 0.25196 0.00 0.00 0.00
H -3.53843 -6.06088 1.73627 0.00 0.00 0.00
H -4.33769 -4.47956 1.92892 0.00 0.00 -0.01
H -1.83167 -5.06242 0.26233 0.01 0.00 0.00
H -1.86457 -4.20634 1.80270 0.00 0.00 0.00
N 3.55978 2.29320 2.07001 0.02 0.04 0.02
N 4.83351 2.83650 2.21236 -0.01 -0.07 0.07
C 5.63184 3.07744 1.17229 -0.07 0.09 0.00
N 6.76813 3.71920 1.40476 -0.05 -0.06 -0.09
N 5.21551 2.65030 -0.04670 0.24 -0.28 -0.30
N 5.88130 3.05563 -1.14826 0.01 0.08 0.06
O 5.21712 2.73564 -2.19148 0.06 0.11 -0.04
O 6.93123 3.61876 -1.21360 -0.01 0.01 0.10
H 2.86530 2.99958 2.29614 0.00 0.00 0.02
H 3.46989 1.48659 2.67419 0.00 -0.01 0.00
H 5.13455 3.16965 3.11807 0.00 -0.01 0.00
H 6.97785 4.06176 2.32816 0.01 0.02 -0.01
H 7.40722 3.91714 0.65211 0.02 0.00 -0.03
O 1.93572 -0.80288 -2.84230 0.06 -0.13 -0.02
Cl 2.95875 0.08506 -3.23607 -0.02 0.31 0.15
O 4.13214 0.00896 -2.29561 0.04 0.10 -0.13
O 3.36293 -0.06300 -4.56537 0.01 0.11 -0.04
O 2.49200 1.52440 -2.94871 -0.03 -0.87 -0.25
```
Positions in Å, forces in eV/Å.

These are the Mulliken partial charges, in e, on atoms 1 to 6: number 1, Ru, carries 0.7084; number 2, F, carries -0.3256; number 3, C, carries 0.2229; number 4, C, carries -0.6449; number 5, C, carries 0.9486; number 6, C, carries 2.2708

2.
The following is a DFT calculation (wB97M-V/def2-TZVPD) of a structure of composition C18H23FeN2O in a non-equilibrium geometry.

Kohn-Sham gap (spin up / spin down)   0.107 / 0.164 hartree
2S+1   5
<S²>   6.047
Relative energy (zero: lowest compared OMol25 entry of this formula, charge and spin)   75.2 kcal per mole
Charge   -1
Lowest unoccupied orbital energy (spin up / spin down)   3.0845 / 0.5092 eV
Molecular weight   339.24 g mol⁻¹

```
45
Properties=species:S:1:pos:R:3:forces:R:3
C 2.13172 1.41571 1.33047 0.38 0.75 0.12
C 1.80074 0.00815 1.41116 -0.30 1.95 0.97
N 0.49883 -0.35960 1.07302 -0.76 -0.60 -1.79
C 0.46524 -1.84708 1.10736 -0.36 -0.21 -0.70
C 1.84357 -2.27398 1.54943 0.76 -0.68 0.19
N 2.56290 -1.01401 1.72512 2.96 -1.55 0.71
C 3.93908 -0.89773 2.09179 -1.47 -0.04 0.00
C 4.61780 -2.20428 2.30959 0.28 -0.34 0.16
O 4.48727 0.19089 2.19638 0.16 -0.22 -0.05
H 3.16024 1.59875 1.69468 -0.88 0.07 -0.33
H 2.02028 1.74055 0.27836 0.08 0.26 0.30
H 1.37569 1.91865 1.95324 0.29 0.47 -0.21
H -0.28096 -2.17799 1.84671 0.12 0.21 -0.35
H 0.23152 -2.24441 0.10895 -0.03 0.06 0.38
H 1.83324 -2.87144 2.46620 -0.21 0.27 0.34
H 2.34204 -2.92795 0.82756 0.01 0.31 -0.28
H 4.05092 -2.79453 3.03754 0.10 -0.15 -0.27
H 4.70274 -2.74070 1.35451 -0.14 -0.17 0.13
H 5.63023 -2.05379 2.69425 -0.27 0.16 -0.07
C -1.93135 -0.57556 2.20900 -0.60 -0.37 0.85
C -1.37766 0.12316 1.13137 -0.23 1.25 -2.19
C -1.95528 -0.09867 -0.28383 -0.07 -1.40 1.04
C -3.28171 0.41533 -0.56534 -0.40 -0.85 1.48
C -3.67352 0.02688 -1.88457 0.59 -1.17 0.54
C -2.59933 -0.80662 -2.43957 -0.92 -1.17 1.07
C -1.55517 -0.92592 -1.44147 -0.98 -0.61 0.05
Fe -1.93215 0.94912 -1.91085 0.52 0.17 0.40
C -0.44470 2.25105 -1.58933 -0.66 0.76 -0.81
C -1.75321 2.88553 -1.61317 0.69 1.49 -1.04
C -2.37055 2.59012 -2.90348 1.12 0.68 0.29
C -1.44011 1.76544 -3.66014 1.12 1.12 -0.23
C -0.25912 1.55312 -2.84977 0.07 1.25 -0.99
H -1.60027 -0.44221 3.23501 0.01 0.14 -0.14
H -2.72346 -1.28820 2.01831 0.10 0.00 -0.01
H 0.40677 0.14442 0.16940 -0.21 -1.26 -0.43
H -1.07087 1.17976 1.20068 -0.51 -0.31 0.62
H -3.82238 0.95982 0.20191 -0.20 0.11 -0.41
H -4.64691 0.22392 -2.32147 0.35 0.13 -0.11
H -2.65784 -1.30976 -3.39914 0.19 0.10 0.18
H -0.64767 -1.51491 -1.55864 -0.24 0.31 0.02
H 0.32319 2.40666 -0.83199 -0.38 -0.29 -0.08
H -2.16725 3.53371 -0.83929 0.13 -0.27 -0.26
H -3.32257 2.98628 -3.26378 0.31 -0.35 0.22
H -1.56903 1.45204 -4.69870 -0.01 -0.06 0.50
H 0.65901 1.05028 -3.16751 -0.49 0.06 0.20
```
Positions in Å, forces in eV/Å.

These are the Mulliken partial charges, in e, on atoms 1 to 6: number 1, C, carries -1.7542; number 2, C, carries -1.9744; number 3, N, carries 1.9672; number 4, C, carries -0.3107; number 5, C, carries -2.6544; number 6, N, carries 2.6798

3.
The following is a DFT calculation (wB97M-V/def2-TZVPD) of a structure of composition C18H23KN5O3 in a non-equilibrium geometry.

Kohn-Sham gap   0.312 hartree
Relative energy (zero: lowest compared OMol25 entry of this formula, charge and spin)   0.0 kcal per mole
Charge   +1
Lowest unoccupied orbital energy   -2.0773 eV
Molecular weight   396.51 g mol⁻¹

```
50
Properties=species:S:1:pos:R:3:forces:R:3
C -1.17748 -2.02457 -7.06082 -0.24 0.00 0.14
C -1.38755 -1.16576 -8.25006 0.46 0.37 -0.04
H -1.13467 -3.06961 -7.30256 0.41 -0.51 -0.39
H -2.08462 -1.99048 -6.47986 -0.48 0.30 0.68
C -1.31197 0.16971 -8.12513 -0.19 -1.33 0.52
C -0.80962 0.71390 -6.72768 -1.77 1.60 -1.53
H -1.54957 0.66875 -5.95446 -2.00 1.00 -0.33
H -0.56266 1.79638 -6.99559 0.27 -1.35 1.22
C -1.58940 -1.88888 -9.53517 0.11 0.04 -0.54
H -1.31866 -2.94490 -9.44783 -0.09 0.17 0.03
H -0.93370 -1.44852 -10.29022 -0.16 -0.05 -0.16
H -2.60572 -1.83783 -9.90882 -0.29 0.04 -0.12
C -1.82411 1.02619 -9.28994 0.32 0.56 0.06
H -2.85762 0.80762 -9.63307 0.55 -0.31 0.56
H -1.21652 0.98681 -10.21586 0.02 -0.22 0.57
H -1.85222 2.07515 -9.01280 0.08 0.27 0.11
K -0.64109 -0.15441 -0.37781 -0.19 -0.32 0.28
O -0.39482 -0.53620 -3.48556 0.42 0.74 -1.21
C 0.26938 0.04296 -4.32517 -0.43 0.20 1.21
O 0.50631 1.56535 -1.68055 1.78 0.47 -2.25
C 1.34761 1.62245 -2.58142 -0.80 -0.69 0.90
O 2.43667 2.43980 -2.49344 -0.92 -1.12 -0.77
N 1.40124 0.86135 -3.79102 -1.36 0.17 0.65
C 3.31974 2.15789 -3.61332 0.47 0.52 0.59
C 2.53954 1.29534 -4.56681 -0.69 0.11 -1.07
H 4.20774 1.64693 -3.22919 -0.16 0.18 0.03
H 3.59532 3.11245 -4.06442 0.08 -0.15 0.18
H 3.11271 0.44070 -4.91912 0.06 0.08 -0.14
H 2.16279 1.89248 -5.40432 0.38 -0.15 -0.16
C 0.11805 -0.14355 -5.92102 1.30 -0.75 2.29
C 0.00101 -1.62418 -6.23588 3.29 -2.21 -0.57
H 1.07940 0.07305 -6.17333 2.85 0.76 -1.05
H 0.18070 -2.41703 -5.46035 -0.67 1.40 0.24
H 1.03268 -1.83327 -6.79214 -2.30 0.24 0.25
N 1.06968 -0.06319 4.28297 -0.20 0.00 -0.64
C 1.80577 1.08310 4.01585 -0.07 0.00 -0.31
C 1.57328 1.39913 2.69244 -0.20 -0.62 0.78
N 0.70749 0.48254 2.14446 -0.33 -1.02 0.80
C 0.41487 -0.40208 3.11302 0.84 1.28 -0.21
C -0.47057 -1.54984 2.95660 -0.91 -1.01 -0.41
N -1.12235 -1.87693 1.82849 0.54 0.18 1.03
C -1.86802 -3.00336 2.11113 0.40 0.08 1.08
C -1.68010 -3.36822 3.43907 0.20 0.57 -0.91
N -0.77554 -2.44142 3.96353 -0.39 -0.13 -0.61
H 1.02923 -0.56638 5.17395 0.11 0.54 -0.70
H 2.42188 1.57504 4.76214 -0.24 -0.26 -0.18
H 1.97738 2.21742 2.10501 -0.13 -0.22 0.24
H -2.48716 -3.48415 1.34567 0.33 0.27 0.55
H -2.12219 -4.17530 4.01146 0.28 0.26 -0.02
H -0.39898 -2.46334 4.91258 -0.33 0.02 -0.67
```
Positions in Å, forces in eV/Å.

These are the Mulliken partial charges, in e, on atoms 1 to 6: number 1, C, carries -1.4597; number 2, C, carries 0.9560; number 3, H, carries 0.5763; number 4, H, carries 0.3494; number 5, C, carries 0.6863; number 6, C, carries -0.7696

4.
The following is a DFT calculation (wB97M-V/def2-TZVPD) of the molecule C18H23N3O4S2.

Kohn-Sham gap   0.295 hartree
Relative energy (zero: lowest compared OMol25 entry of this formula, charge and spin)   83.5 kcal per mole
Lowest unoccupied orbital energy   0.5214 eV
Molecular weight   409.53 g mol⁻¹

```
50
Properties=species:S:1:pos:R:3:forces:R:3
C -0.90095 4.38678 -6.37228 -0.07 -0.03 -0.18
H -0.15533 4.01561 -7.08352 -0.03 0.00 0.02
O -0.35539 4.54776 -5.08733 0.13 -0.01 0.29
C 0.13979 3.44408 -4.45141 0.08 0.02 0.17
C 0.14662 2.15399 -4.96738 -0.17 0.25 -0.13
C 0.67871 1.11233 -4.23113 0.01 -0.01 0.20
C 1.20685 1.30669 -2.95447 -0.06 0.16 -0.28
C 1.19938 2.60983 -2.45020 0.00 -0.13 0.03
C 0.68116 3.65446 -3.18590 -0.15 0.11 -0.33
H 0.67957 4.65688 -2.78774 0.00 0.13 0.05
H 1.59811 2.82852 -1.47249 0.04 -0.01 0.11
N 1.78231 0.22494 -2.27955 0.33 -0.23 -0.04
C 1.02809 -1.00624 -2.17098 -0.39 -0.04 0.17
H 0.40115 -1.14504 -3.04907 0.05 -0.04 0.01
C 0.14251 -0.98207 -0.91250 -0.02 -0.34 -0.50
N 0.97658 -0.79997 0.25364 0.09 0.21 -0.24
C 1.24018 -1.65579 1.25943 0.24 -0.05 0.05
O 1.94520 -1.32672 2.20476 0.14 -0.25 0.13
C 0.63107 -3.05638 1.23326 -0.02 0.11 -0.39
N -0.23404 -3.27763 2.37334 -0.84 0.52 -0.14
S -1.60240 -2.34005 2.40146 -0.16 -0.22 0.37
O -2.06664 -2.24264 1.04762 0.26 0.20 -0.14
O -2.46970 -2.87952 3.40214 0.25 0.03 0.17
C -1.14316 -0.70210 2.91335 -0.30 -0.34 -0.51
C -0.62758 -0.28575 4.10115 -0.05 -0.20 0.01
C -0.40224 1.10740 4.12743 0.03 -0.01 -0.02
C -0.76243 1.71163 2.96457 -0.23 -0.35 -0.40
S -1.38763 0.59401 1.81589 0.10 0.32 0.46
H -0.70327 2.75233 2.71524 0.00 0.24 -0.04
H 0.00987 1.62742 4.97281 0.06 0.12 0.13
H -0.42318 -0.94752 4.92143 0.04 -0.14 0.17
C 0.39295 -3.52826 3.65000 0.15 0.01 0.56
H 1.11777 -2.75133 3.90789 -0.04 -0.08 0.00
H 0.89655 -4.49539 3.61427 -0.03 0.01 0.00
H -0.40427 -3.56687 4.38816 0.13 -0.15 0.17
H 1.45127 -3.77773 1.29069 -0.09 0.11 -0.01
H 0.03723 -3.25782 0.34588 0.24 -0.04 -0.03
C 1.70465 0.45533 0.18927 0.48 0.11 0.04
H 2.32829 0.53549 1.08029 -0.12 0.06 -0.10
C 2.56414 0.44896 -1.08520 -0.09 0.13 0.24
H 3.12506 1.37789 -1.18008 0.03 -0.03 0.01
H 3.28364 -0.37500 -1.00872 0.01 0.09 0.06
H 0.98722 1.28114 0.16726 0.01 -0.02 0.03
H -0.47596 -1.87179 -0.83611 0.02 0.06 0.02
H -0.53173 -0.11918 -0.97735 -0.02 -0.09 0.00
H 1.73470 -1.84119 -2.10479 -0.09 -0.03 -0.03
H 0.69786 0.12917 -4.67606 0.04 -0.09 -0.03
H -0.24878 1.94373 -5.94869 -0.04 0.02 -0.09
H -1.76207 3.71005 -6.36332 0.04 0.01 -0.01
H -1.22779 5.37870 -6.68078 0.00 -0.09 -0.03
```
Positions in Å, forces in eV/Å.

These are the Mulliken partial charges, in e, on atoms 1 to 6: number 1, C, carries -0.8437; number 2, H, carries 0.3338; number 3, O, carries -0.4515; number 4, C, carries 0.7701; number 5, C, carries -0.4174; number 6, C, carries -0.7013

Which of these has the lowest relative energy (zero: lowest compared OMol25 entry of this formula, charge and spin)?
C18H23KN5O3

The highest relative energy (zero: lowest compared OMol25 entry of this formula, charge and spin) belongs to which entry?
C18H23N3O4S2

Which of these has the lowest relative energy (zero: lowest compared OMol25 entry of this formula, charge and spin)?
C18H23KN5O3

What is the relative energy (zero: lowest compared OMol25 entry of this formula, charge and spin) in the first record?
4.2 kcal per mole